{
  "formula": "C27H73BF4O10V",
  "method": "ωB97M-V/def2-TZVPD",
  "multiplicity": 4,
  "orbital_gap_ev": [7.34, 7.80],
  "homo_energy_ha": [-0.27705, -0.30390],
  "charge": 0,
  "symbols": ["V", "O", "H", "B", "F", "F", "F", "F", "C", "C", "C", "O", "H", "H", "H", "H", "H", "H", "H", "H", "C", "C", "C", "O", "H", "H", "H", "H", "H", "H", "H", "H", "C", "C", "C", "O", "H", "H", "H", "H", "H", "H", "H", "H", "C", "C", "C", "O", "H", "H", "H", "H", "H", "H", "H", "H", "C", "C", "C", "O", "H", "H", "H", "H", "H", "H", "H", "H", "C", "C", "C", "O", "H", "H", "H", "H", "H", "H", "H", "H", "C", "C", "C", "O", "H", "H", "H", "H", "H", "H", "H", "H", "C", "C", "C", "O", "H", "H", "H", "H", "H", "H", "H", "H", "C", "C", "C", "O", "H", "H", "H", "H", "H", "H", "H", "H"],
  "xyz": [[0.741570, 1.004969, 2.681378], [2.228640, -0.471668, 3.006298], [2.040323, -1.021519, 2.241294], [0.967465, -0.315791, -0.608336], [1.350902, 0.918233, -1.123941], [0.587990, -0.134396, 0.759131], [-0.149274, -0.914042, -1.204819], [2.065682, -1.172143, -0.614736], [6.714362, -0.468704, 1.299795], [5.312018, -1.095238, 1.543276], [5.117372, -2.240629, 0.613135], [5.323549, -1.602858, 2.875839], [6.632812, 0.451302, 0.708860], [7.427586, -1.076220, 0.739469], [7.222044, -0.128488, 2.204012], [4.471586, -0.424280, 1.368523], [4.101543, -2.652653, 0.696344], [5.775553, -3.089098, 0.810521], [5.003465, -2.032447, -0.456838], [6.085781, -2.179044, 2.979135], [-4.600286, 2.323285, -0.346499], [-3.673150, 1.532919, -1.223598], [-3.835503, 1.835438, -2.681851], [-2.347444, 1.871512, -0.804662], [-5.670881, 2.110818, -0.337648], [-4.538106, 3.361836, -0.687058], [-4.336430, 2.247225, 0.709094], [-3.842115, 0.459684, -1.070193], [-4.884963, 1.737076, -2.967780], [-3.147778, 1.266930, -3.313477], [-3.576972, 2.850563, -3.004055], [-1.715514, 1.471097, -1.418326], [-3.452946, 0.431257, 3.030333], [-2.228929, 0.014554, 3.890301], [-2.589499, -1.272462, 4.578325], [-1.135944, -0.252061, 2.997375], [-4.265536, 0.925957, 3.557861], [-3.812439, -0.497013, 2.583005], [-3.072874, 1.061164, 2.223153], [-1.983725, 0.805720, 4.597893], [-2.081233, -1.330828, 5.548117], [-2.265872, -2.157108, 4.030332], [-3.635692, -1.390008, 4.864614], [-1.485994, -0.852276, 2.313651], [-0.568759, 4.629939, 0.483897], [-0.674170, 3.791295, 1.752620], [-2.003037, 4.060768, 2.490089], [-0.664538, 2.362154, 1.518987], [0.271662, 4.208765, -0.076886], [-0.355856, 5.662606, 0.758488], [-1.399811, 4.627063, -0.220509], [0.178978, 3.904971, 2.422727], [-2.033735, 3.526261, 3.444614], [-2.927496, 3.751636, 2.002471], [-2.119064, 5.118982, 2.740266], [-1.251604, 2.266095, 0.744572], [1.349845, -5.572977, 3.825369], [1.719029, -4.292780, 3.093258], [0.506133, -3.370940, 2.905276], [2.901385, -3.694065, 3.607120], [2.248590, -6.194349, 3.819539], [0.621337, -6.108337, 3.211718], [0.910446, -5.405710, 4.807215], [2.018563, -4.542583, 2.065921], [0.428163, -2.599213, 3.673750], [-0.429886, -3.927829, 2.848053], [0.574965, -2.810267, 1.970627], [3.505135, -4.410769, 3.818095], [-2.825437, -2.461206, -5.935669], [-2.028241, -1.367121, -5.234090], [-0.661374, -1.801313, -4.747299], [-1.940414, -0.250473, -6.145106], [-2.270812, -2.780929, -6.825058], [-3.801159, -2.096646, -6.242971], [-2.786462, -3.381699, -5.350796], [-2.665178, -1.007623, -4.416873], [-0.399039, -1.217705, -3.859859], [0.171361, -1.663631, -5.436720], [-0.713199, -2.846544, -4.438300], [-1.246358, 0.292368, -5.750618], [4.516455, 2.648294, 0.606157], [3.439819, 2.810029, 1.689617], [3.191764, 4.282319, 1.980087], [2.257564, 2.116440, 1.307187], [4.452221, 3.383265, -0.201759], [4.502069, 1.684861, 0.091931], [5.491524, 2.764200, 1.080086], [3.819569, 2.229477, 2.536595], [2.927642, 4.903477, 1.127340], [4.165352, 4.698433, 2.271006], [2.649996, 4.387003, 2.921800], [2.320234, 1.791862, 0.401660], [1.601490, 1.087871, -4.286401], [0.357709, 1.982059, -4.090552], [-0.458878, 2.446413, -5.296139], [-0.604440, 1.252689, -3.323909], [1.334733, 0.032704, -4.306980], [2.392804, 1.341295, -3.585557], [2.051483, 1.297095, -5.263339], [0.665007, 2.888916, -3.553713], [-1.203562, 3.188039, -5.012604], [-0.948987, 1.760665, -5.987798], [0.315519, 2.922024, -5.914516], [-0.132274, 0.827072, -2.593790], [-3.874118, -2.873553, 0.382988], [-2.383238, -2.830074, 0.097225], [-1.933349, -2.952530, -1.350561], [-1.838030, -1.651499, 0.684050], [-4.364976, -2.003982, -0.066907], [-4.199288, -3.149472, 1.382585], [-4.282773, -3.682101, -0.237927], [-2.148504, -3.737298, 0.675548], [-2.513259, -2.221030, -1.926222], [-2.080373, -3.894063, -1.875081], [-0.895934, -2.624188, -1.411937], [-1.072034, -1.415468, 0.138713]],
  "forces_ev_per_a": [[1.0991, -2.3864, -1.7241], [-1.6418, 2.1189, 0.1679], [0.2270, -0.3018, 0.0484], [1.4218, -0.9858, 0.9334], [-0.4757, 0.3147, -0.3848], [-0.4270, 0.5534, 0.4885], [0.5671, 1.1654, -0.7369], [-0.3878, 0.1325, -0.2420], [-0.2467, 1.3614, -0.5896], [2.0932, -0.6828, 0.0712], [-1.9122, -1.4671, -1.1820], [-0.8478, 0.4814, 0.3404], [-0.0860, -0.0642, -0.1539], [-0.2781, -0.4343, 0.1098], [-0.3118, -0.2512, 0.2658], [0.1542, 0.3148, 0.7980], [0.0375, 0.0043, 0.8580], [0.3429, 0.2336, -0.2066], [1.0687, 0.4933, -0.0292], [0.0603, 0.0058, -0.2067], [-0.4513, 0.9994, 0.4360], [0.0070, -0.4061, 0.0890], [-0.0977, 0.5250, -1.1403], [0.4283, -0.0104, 0.4037], [0.1113, -0.5845, -0.6225], [0.1273, 0.1296, 0.3885], [0.3599, 0.1040, -0.0739], [0.1378, -0.0236, 0.0637], [0.1040, -0.4843, -0.1946], [-0.4153, -0.5338, 0.1088], [0.0018, 0.2824, 0.7784], [-0.1621, 0.1375, -0.1672], [1.0504, -0.1016, -0.3401], [-1.7217, -0.2040, -1.0536], [0.4283, -0.6309, 1.9993], [0.5172, 1.0038, 0.8579], [0.1070, -0.0383, 0.2130], [-0.2628, 0.1428, -0.1677], [-0.2710, 0.1527, 0.0221], [0.4539, -0.0328, -0.1343], [0.2368, -0.1518, -0.1326], [-0.1158, 0.1419, -0.2831], [-0.1508, 0.2638, -0.4365], [0.3290, -0.1571, -0.5170], [1.1518, -0.5403, -0.0715], [-1.9552, -0.4372, 0.4296], [0.3013, 0.4632, 1.0277], [0.1489, 0.6449, -0.5293], [0.1727, 0.3655, -0.0526], [0.0822, 0.0085, -0.0567], [-0.4272, -0.2978, 0.4886], [-0.0113, 0.6605, -0.1282], [0.2391, -0.0166, 0.0192], [0.3514, -0.0592, -0.6884], [0.0791, 0.0330, -0.0979], [-0.0892, -0.9374, 0.0185], [0.0981, -0.0023, -0.8308], [-0.0753, -0.3877, -1.1993], [0.5155, 0.8577, 0.2283], [-0.7043, 0.6347, 0.6804], [-0.1164, -0.1965, 0.5773], [-0.0918, -0.0261, 0.1085], [0.3094, -0.0062, 0.1477], [-0.3443, -0.5678, -0.0680], [0.0461, -0.1839, 0.2119], [0.1058, -0.2285, 0.1395], [0.1318, -0.0361, -0.0263], [0.0568, 0.0281, -0.0161], [1.4265, -0.2187, -0.4661], [-0.9179, 0.3012, -0.7964], [-0.0437, -0.0472, 0.9895], [0.4186, -0.4677, 0.3382], [-0.1019, 0.3637, -0.2475], [-0.1648, -0.2991, 0.2258], [-0.7741, 0.1999, 0.3695], [0.3415, -0.1942, 0.4022], [-0.0430, -0.1638, -0.0517], [-0.3400, -0.1329, -0.4645], [0.2091, -0.0300, -0.0106], [-0.3000, -0.0954, -0.1525], [0.1127, 0.2354, -0.2368], [0.9699, -0.5510, -1.0401], [1.4702, -0.3485, 1.1331], [-0.9746, 0.3139, 0.4284], [-0.1873, 0.2172, 0.1931], [-0.0967, -0.2145, 0.4057], [0.0532, -0.0212, -0.1277], [-0.1261, 0.5176, 0.3596], [-0.7772, -0.2948, 0.0458], [0.1249, -0.1298, -0.0592], [-0.7435, 0.3215, -0.4701], [-0.1959, -0.1125, -0.0554], [-0.0615, 0.9023, -1.3359], [-0.8729, -0.8428, 0.1506], [1.6953, 0.8543, -0.8501], [-0.0451, -0.1691, 0.9880], [0.1090, 0.0772, 0.3403], [-0.2246, -0.3734, 0.3883], [-0.0802, 0.0051, -0.0693], [-0.0759, -0.0509, -0.0004], [0.0856, 0.0059, 0.1558], [0.2632, -0.1029, 0.5091], [-0.4450, 0.4071, -0.1978], [-0.0028, -0.0074, -0.1589], [-0.8313, -0.0726, -2.2263], [-0.7728, -1.4131, 1.3186], [-0.5725, 0.8172, -0.1933], [0.0141, -0.2592, -0.0018], [-0.1499, 0.2744, 0.6639], [0.3416, 0.6277, 0.2752], [0.1279, -0.1645, 0.0540], [1.3633, 0.1714, -0.1140], [0.1063, 0.1262, -0.1050], [-0.0235, -0.3084, 0.5411], [-0.2769, -0.7328, -0.2229], [-0.1948, 0.1772, 0.3443]]
}